6 unconnected molecules or ions with the total composition C2H14O6 in a non-equilibrium geometry, computed with ωB97M-V/def2-TZVPD.

LUMO level (spin up / spin down)   3.351 / 3.219 eV
<S²>   0.750

```
! RIJCOSX wB97M-V def2-TZVPD def2/J DEFGRID3
* xyz -1 2
C 2.208 -1.810 -1.415
C 1.164 -0.993 -1.120
O 0.479 -0.529 -2.233
H 2.717 -2.214 -0.571
H 2.370 -2.093 -2.432
H 0.754 -0.721 -0.165
H -0.351 -0.051 -1.923
H -2.771 1.338 -1.278
H -1.914 0.743 -0.237
O -2.004 0.753 -1.126
H -3.260 2.155 1.575
H -2.588 0.775 1.940
O -2.483 1.582 1.392
H -1.213 -0.881 2.996
H -2.752 -1.392 3.094
O -2.137 -0.629 2.932
H 2.135 -1.806 1.749
H 2.623 -0.765 2.699
O 1.829 -1.210 2.311
H 1.081 2.650 -1.946
H 1.659 1.382 -1.704
O 1.974 2.244 -1.848
*
```

***

2 unconnected molecules or ions with the total composition C5H10N in a non-equilibrium geometry, computed with ωB97M-V/def2-TZVPD.

LUMO level   -4.958 eV

```
! RIJCOSX wB97M-V def2-TZVPD def2/J DEFGRID3
* xyz 1 1
C -0.803 -0.390 0.941
C -0.052 1.871 0.210
C 0.276 0.675 1.134
C -0.463 -0.371 -0.591
C 0.304 -1.614 -0.864
N 0.503 0.735 -0.314
H -0.488 -1.263 1.545
H -1.887 0.069 0.994
H -1.161 2.088 -0.094
H 0.523 2.877 0.444
H 1.136 0.748 1.789
H -1.279 -0.248 -1.229
H 0.005 -1.928 -1.858
H 0.169 -2.432 -0.124
H 1.428 -1.306 -1.008
H 1.790 0.488 -0.976
*
```

***

A molecular structure, C37H27GeIrN5 in a non-equilibrium geometry, computed with ωB97M-V/def2-TZVPD.

LUMO level (spin up / spin down)   -0.599 / -0.612 eV
<S²>   0.979

```
! RIJCOSX wB97M-V def2-TZVPD def2/J DEFGRID3
* xyz 0 2
Ir 0.853 -0.556 -2.070
C -0.367 2.987 -4.080
C 0.492 3.992 -3.636
C 1.485 3.664 -2.753
C 1.651 2.344 -2.299
N 0.781 1.387 -2.701
C -0.192 1.724 -3.583
N 2.713 2.148 -1.452
C 3.127 1.034 -0.977
N 2.725 -0.235 -1.294
C 3.248 -1.117 -0.390
N 2.961 -2.354 -0.218
C 1.952 -3.063 -0.821
C 1.942 -4.440 -0.543
C 1.019 -5.274 -1.113
C 0.075 -4.730 -1.984
C 0.097 -3.378 -2.195
N 0.997 -2.538 -1.627
C 4.237 -0.391 0.450
C 5.154 -0.833 1.378
C 6.018 0.109 1.929
C 5.942 1.450 1.564
C 4.999 1.886 0.637
C 4.161 0.941 0.086
H -1.155 3.183 -4.793
H 0.375 5.011 -3.982
H 2.182 4.397 -2.373
H -0.852 0.917 -3.863
H 2.701 -4.802 0.136
H 1.021 -6.334 -0.894
H -0.664 -5.342 -2.479
H -0.633 -2.901 -2.830
H 5.203 -1.881 1.645
H 6.772 -0.205 2.639
H 6.636 2.157 1.997
H 4.928 2.924 0.338
C -0.436 -0.250 -0.758
Ge -1.790 -0.023 0.543
C -1.744 -1.551 1.769
C -2.869 -2.205 2.269
C -2.739 -3.276 3.146
C -1.479 -3.697 3.548
C -0.350 -3.048 3.067
C -0.483 -1.991 2.177
C -1.371 1.594 1.578
C -0.131 1.713 2.207
C 0.182 2.835 2.961
C -0.743 3.864 3.092
C -1.980 3.762 2.471
C -2.292 2.632 1.722
C -3.435 0.309 -0.458
C -3.425 1.429 -1.294
C -4.516 1.727 -2.099
C -5.633 0.901 -2.087
C -5.647 -0.227 -1.280
C -4.552 -0.523 -0.476
H -3.862 -1.874 1.992
H -3.623 -3.778 3.521
H -1.378 -4.528 4.235
H 0.636 -3.364 3.385
H 0.409 -1.515 1.780
H 0.607 0.924 2.099
H 1.146 2.906 3.450
H -0.500 4.741 3.678
H -2.706 4.559 2.575
H -3.263 2.561 1.247
H -2.550 2.070 -1.318
H -4.495 2.603 -2.735
H -6.489 1.136 -2.708
H -6.512 -0.879 -1.275
H -4.574 -1.420 0.129
*
```

***

21 unconnected molecules or ions with the total composition C12H59N3O21S2 in a non-equilibrium geometry, computed with ωB97M-V/def2-TZVPD.

LUMO level   -0.742 eV

```
! RIJCOSX wB97M-V def2-TZVPD def2/J DEFGRID3
* xyz 0 1
N -0.383 0.433 2.382
N -2.832 0.186 2.317
O 0.049 0.019 0.120
S -1.646 0.646 3.433
S -3.082 -0.274 -0.389
C -0.783 0.210 1.180
C -2.226 0.048 1.121
N 3.701 -0.533 0.511
C -5.655 -1.633 -1.806
C -4.836 -0.325 0.240
C 4.303 0.694 1.052
C 3.959 -0.435 -0.915
C -5.811 -0.382 -0.971
C 4.219 1.743 -0.121
C 3.417 0.972 -1.181
C 2.297 -0.870 0.748
C 1.957 1.001 -1.024
C 1.464 0.317 0.283
H -6.588 -1.936 -2.347
H -4.829 -1.467 -2.515
H -5.466 -2.444 -1.176
H -4.993 0.591 0.819
H -4.951 -1.212 0.910
H 5.367 0.520 1.225
H 3.861 1.034 2.019
H 3.517 -1.240 -1.484
H 5.027 -0.416 -1.125
H -5.808 0.444 -1.671
H -6.789 -0.337 -0.495
H 3.628 2.584 0.287
H 5.227 2.045 -0.496
H 3.612 1.339 -2.165
H 2.186 -1.015 1.812
H 2.019 -1.786 0.213
H 1.461 0.530 -1.852
H 1.603 2.039 -1.070
H 1.575 1.135 1.006
O -5.867 -3.771 1.956
H -6.233 -3.909 1.023
H -6.607 -3.391 2.532
O -0.456 -2.033 -1.906
H -0.313 -1.190 -1.363
H -1.016 -2.671 -1.355
O 1.804 1.846 -4.431
H 1.062 2.147 -5.050
H 2.204 2.667 -3.996
O 2.570 4.549 2.240
H 3.190 5.002 1.581
H 3.128 4.190 3.003
O 7.388 3.678 -1.282
H 7.518 2.923 -1.943
H 6.486 4.101 -1.460
O 1.376 -3.232 3.220
H 1.870 -2.431 3.591
H 1.391 -3.963 3.920
O 1.169 -4.050 0.750
H 1.104 -3.712 1.701
H 0.503 -3.538 0.186
O -9.024 -3.565 -2.442
H -9.308 -2.927 -1.710
H -8.363 -4.223 -2.049
O 7.812 -1.659 -1.421
H 7.899 -1.852 -2.411
H 8.499 -2.217 -0.930
O -3.010 1.831 5.913
H -3.606 1.021 6.029
H -3.513 2.516 5.364
O 7.102 3.452 1.487
H 7.692 2.693 1.803
H 6.948 3.337 0.493
O 5.842 -0.313 -4.038
H 6.127 -1.282 -4.091
H 4.834 -0.276 -4.115
O 5.113 4.722 -1.956
H 4.384 4.727 -2.657
H 4.756 5.179 -1.127
O 3.077 -0.587 -4.371
H 2.464 -1.391 -4.403
H 2.504 0.247 -4.394
O 5.486 -2.164 2.011
H 5.314 -3.030 1.517
H 4.985 -1.425 1.535
O -8.562 -1.781 -4.743
H -7.844 -2.332 -5.196
H -8.926 -2.316 -3.965
O -8.594 -0.757 1.719
H -8.972 -1.437 1.073
H -8.671 -1.134 2.655
O -6.737 2.992 -0.175
H -6.601 3.341 -1.115
H -7.621 2.502 -0.145
O -5.094 0.356 3.952
H -4.285 0.417 3.348
H -5.897 0.694 3.438
O 1.572 0.213 4.575
H 0.934 0.767 5.133
H 1.242 0.221 3.619
*
```

***

C4H12N2O in the gas phase in a non-equilibrium geometry, computed with ωB97M-V/def2-TZVPD.

SMILES   CNC[C@H](N)CO
LUMO level   0.960 eV

```
! RIJCOSX wB97M-V def2-TZVPD def2/J DEFGRID3
* xyz 0 1
C -1.536 1.486 1.313
N -0.417 1.412 0.356
C -0.092 0.673 -0.821
C 0.923 -0.515 -0.677
N 1.012 -1.215 -2.020
C 0.283 -1.417 0.378
O 1.307 -1.655 1.362
H -1.732 2.560 1.370
H -1.227 1.259 2.339
H -2.434 0.972 0.988
H 0.330 1.990 0.703
H -1.018 0.297 -1.262
H 0.364 1.408 -1.499
H 1.883 -0.061 -0.451
H 1.883 -0.792 -2.330
H 0.278 -0.807 -2.594
H -0.727 -1.131 0.710
H 0.003 -2.410 -0.013
H 0.917 -2.053 2.147
*
```

***

C3H2FNO in the gas phase in a non-equilibrium geometry, computed with ωB97M-V/def2-TZVPD.

SMILES   Fc1cnoc1
LUMO level   0.944 eV

```
! RIJCOSX wB97M-V def2-TZVPD def2/J DEFGRID3
* xyz 0 1
F -2.027 0.001 -0.008
C -0.704 -0.014 -0.013
C 0.145 1.104 -0.014
N 1.409 0.738 0.016
O 1.393 -0.675 -0.032
C 0.120 -1.053 0.028
H -0.065 2.147 0.109
H -0.062 -2.142 0.104
*
```

***

C3H6N2O3 in the gas phase in a non-equilibrium geometry, computed with ωB97M-V/def2-TZVPD.

SMILES   NCC(=O)NC(=O)O
LUMO level   0.493 eV

```
! RIJCOSX wB97M-V def2-TZVPD def2/J DEFGRID3
* xyz 0 1
N 0.398 2.631 1.252
C 0.494 2.265 -0.185
C -0.103 0.756 -0.448
O -0.890 0.573 -1.330
N 0.391 -0.300 0.243
C -0.024 -1.700 0.179
O 0.348 -2.483 1.057
O -0.673 -2.179 -0.873
H -0.436 2.872 1.604
H 1.188 2.368 1.797
H -0.046 2.796 -0.819
H 1.630 2.197 -0.603
H 1.138 -0.216 0.793
H -1.470 -1.559 -1.348
*
```

***

A molecular structure, C33H14Cl92N2O3P in a non-equilibrium geometry, computed with ωB97M-V/def2-TZVPD.

LUMO level   -4.840 eV

```
! RIJCOSX wB97M-V def2-TZVPD def2/J DEFGRID3
* xyz 1 1
C 1.263 -5.473 2.249
C 0.942 -5.078 1.230
C 0.258 -4.431 0.145
C -0.779 -5.136 -0.497
N -1.440 -4.586 -1.448
N -1.098 -3.393 -1.762
O -1.853 -2.833 -2.761
C -3.270 -2.842 -2.443
C -3.979 -1.535 -2.919
C -3.687 -0.390 -1.911
O -5.369 -1.804 -2.808
C -0.141 -2.617 -1.297
P 0.158 -0.908 -2.013
C -0.225 0.361 -0.721
O 1.817 -0.829 -2.218
C 0.628 -3.163 -0.240
H 1.434 -5.872 3.229
H -0.995 -6.144 -0.156
H -3.728 -3.648 -3.033
H -3.496 -2.954 -1.375
H -3.699 -1.270 -3.941
H -4.341 0.474 -2.072
H -2.634 -0.086 -2.017
H -3.881 -0.779 -0.897
H -5.536 -2.150 -1.924
H 0.636 0.547 -0.059
H -0.528 1.307 -1.181
H -1.040 -0.036 -0.093
H 2.237 -1.415 -1.573
H 1.438 -2.600 0.215
C -1.722 2.961 3.009
Cl -2.530 3.499 4.490
Cl -2.888 2.966 1.681
Cl -0.383 4.041 2.615
Cl -1.101 1.319 3.252
C 4.493 -2.751 3.354
Cl 5.158 -3.826 4.583
Cl 3.060 -3.521 2.627
Cl 4.020 -1.227 4.107
Cl 5.705 -2.441 2.084
C -6.244 5.590 1.427
Cl -5.656 4.965 2.972
Cl -6.199 4.294 0.216
Cl -7.904 6.169 1.603
Cl -5.206 6.921 0.903
C 7.311 2.904 -3.047
Cl 7.044 1.478 -2.025
Cl 5.772 3.430 -3.746
Cl 7.989 4.209 -2.066
Cl 8.434 2.495 -4.344
C 10.306 5.101 -6.570
Cl 10.666 6.372 -7.744
Cl 11.791 4.631 -5.734
Cl 9.131 5.705 -5.391
Cl 9.634 3.694 -7.414
C -7.461 0.710 -4.366
Cl -6.070 0.177 -5.323
Cl -8.652 1.467 -5.430
Cl -8.187 -0.683 -3.556
Cl -6.926 1.882 -3.149
C 0.862 2.360 6.759
Cl 1.683 2.489 8.318
Cl 0.208 3.935 6.297
Cl 2.017 1.802 5.536
Cl -0.459 1.187 6.876
C -12.115 1.058 -3.213
Cl -12.728 1.904 -4.636
Cl -10.706 1.931 -2.588
Cl -13.364 0.992 -1.943
Cl -11.647 -0.586 -3.660
C 6.020 2.265 3.304
Cl 5.479 3.204 1.907
Cl 7.389 3.077 4.070
Cl 4.705 2.115 4.479
Cl 6.504 0.645 2.782
C 3.927 6.257 4.482
Cl 4.886 5.256 5.578
Cl 2.466 5.373 3.993
Cl 3.484 7.757 5.296
Cl 4.876 6.635 3.036
C 7.900 -6.626 2.883
Cl 8.574 -6.566 4.514
Cl 7.411 -5.005 2.369
Cl 9.110 -7.275 1.770
Cl 6.472 -7.672 2.874
C -0.618 -2.848 7.402
Cl -1.821 -1.555 7.289
Cl 0.299 -2.669 8.899
Cl -1.434 -4.416 7.391
Cl 0.486 -2.744 6.017
C 6.643 -0.307 -6.528
Cl 7.006 0.970 -7.697
Cl 8.128 -0.777 -5.687
Cl 5.467 0.290 -5.352
Cl 5.981 -1.714 -7.372
C -16.626 0.348 -5.191
Cl -17.795 1.666 -5.325
Cl -15.575 0.623 -3.793
Cl -17.488 -1.186 -4.990
Cl -15.642 0.282 -6.661
C -21.786 1.542 -6.334
Cl -21.956 2.894 -5.206
Cl -23.270 0.579 -6.329
Cl -21.494 2.167 -7.963
Cl -20.419 0.535 -5.838
C 4.757 -5.509 -5.346
Cl 5.396 -6.862 -4.406
Cl 6.028 -4.290 -5.522
Cl 4.255 -6.071 -6.943
Cl 3.362 -4.802 -4.504
C 9.994 6.785 2.650
Cl 8.241 6.864 2.878
Cl 10.702 8.374 2.967
Cl 10.681 5.600 3.767
Cl 10.350 6.303 0.986
C -0.763 7.555 5.085
Cl -1.975 8.836 4.952
Cl 0.171 7.779 6.569
Cl -1.584 5.979 5.132
Cl 0.312 7.619 3.675
C -9.004 2.007 2.574
Cl -10.216 1.017 3.395
Cl -8.753 3.507 3.473
Cl -7.473 1.113 2.481
Cl -9.560 2.388 0.941
C 9.272 -7.254 -3.291
Cl 8.709 -5.767 -4.067
Cl 8.156 -8.567 -3.690
Cl 10.896 -7.642 -3.868
Cl 9.308 -7.021 -1.539
C -12.642 -2.069 4.291
Cl -12.330 -3.346 5.473
Cl -14.337 -2.125 3.796
Cl -12.293 -0.493 5.021
Cl -11.607 -2.308 2.876
C 15.092 -7.223 -3.243
Cl 14.519 -5.740 -4.017
Cl 13.997 -8.555 -3.641
Cl 16.717 -7.603 -3.824
Cl 15.130 -6.997 -1.489
C 10.596 1.015 6.774
Cl 12.029 0.534 5.856
Cl 9.471 1.871 5.707
Cl 9.804 -0.425 7.428
Cl 11.076 2.080 8.102
*
```